(1)
40
Properties=species:S:1:pos:R:3:forces:R:3 method="wB97M-V/def2-TZVPD" de_lowest_kj_mol=15.4 largest_force_ha_per_bohr=0.0123 gap_ev="7.67 / 6.49" charge=+1 spin_multiplicity=2
Ir 0.613358 -0.304330 0.389892 0.298 -0.371 -0.207
S -0.118174 -3.669726 -2.308751 0.009 0.010 0.008
C -1.587143 -3.406522 -1.442947 0.003 -0.008 -0.013
C -1.516087 -2.365209 -0.578170 0.000 -0.041 0.150
C -0.228698 -1.746287 -0.596755 -0.047 0.262 0.015
C 0.625165 -2.369881 -1.511580 -0.143 -0.011 -0.052
C 1.937855 -1.800903 -1.711012 0.130 0.022 -0.093
C 2.945970 -2.246365 -2.549606 -0.034 -0.022 -0.005
C 4.147811 -1.557835 -2.576815 0.006 0.007 0.002
C 4.323831 -0.448794 -1.761691 -0.017 0.011 0.001
C 3.280440 -0.049679 -0.948741 0.026 -0.063 -0.016
N 2.116762 -0.704217 -0.938888 -0.022 0.147 0.041
H -2.428141 -4.053886 -1.635509 -0.007 0.004 0.009
H -2.332508 -2.052620 0.055729 -0.007 -0.002 -0.008
H 2.788336 -3.122890 -3.162776 0.001 0.002 -0.002
H 4.946537 -1.890564 -3.225603 0.004 -0.001 0.004
H 5.251664 0.103723 -1.748662 0.003 -0.002 -0.004
H 3.358775 0.801599 -0.284263 -0.001 0.005 -0.007
C 0.559817 -0.037694 4.331014 -0.074 0.015 -0.001
C 0.558929 -0.073548 2.850095 0.377 0.103 -0.175
O 1.664159 -0.054766 2.170594 -0.431 -0.026 0.464
O -0.508124 -0.115638 2.164354 0.038 0.070 -0.123
H 1.570613 -0.128686 4.715091 0.006 -0.003 -0.008
H -0.074646 -0.837248 4.711211 0.005 0.000 0.004
H 0.121864 0.907261 4.656258 0.005 -0.001 0.005
C -0.372989 1.157225 -0.658505 -0.070 0.035 -0.082
C 0.721017 2.159117 -0.771280 -0.110 -0.036 0.107
C 1.098449 2.901952 0.349806 0.047 -0.062 0.013
C 2.189551 3.755510 0.297676 0.028 0.034 -0.007
C 2.897763 3.890705 -0.892183 -0.052 -0.043 0.019
C 2.504453 3.182915 -2.031799 0.001 -0.007 -0.015
C 1.433168 2.316767 -1.964172 0.001 0.048 -0.012
C 4.043299 4.756377 -0.953373 0.018 0.027 0.010
N 4.971692 5.430488 -0.999274 0.002 -0.001 -0.007
H -0.759617 0.841711 -1.623772 0.037 -0.049 0.010
H -1.183816 1.471704 -0.000439 -0.030 -0.033 -0.027
H 0.524737 2.819882 1.266048 0.002 -0.012 0.002
H 2.487676 4.324998 1.167109 -0.001 -0.003 0.001
H 3.048410 3.319654 -2.956655 -0.004 -0.008 -0.002
H 1.134550 1.757677 -2.842807 0.000 0.001 -0.002

(2)
21
Properties=species:S:1:pos:R:3:forces:R:3 method="wB97M-V/def2-TZVPD" de_lowest_kj_mol=290.8 largest_force_ha_per_bohr=0.1066 gap_ev=9.20 smiles="CC=C(C)C.O.O"
C 2.533415 0.720894 -0.966553 0.043 1.991 1.242
C 1.075225 0.577380 -0.857398 -2.006 -1.622 -0.757
C 0.510670 -0.646410 -0.924860 2.074 0.682 1.030
C -0.779069 -0.876621 -0.285950 -3.290 0.744 -1.030
C 0.166707 1.709939 -0.731725 -0.878 4.592 -0.017
H 2.758641 0.878155 -2.018412 0.808 1.021 0.200
H 2.848455 -0.233986 -0.743799 1.355 -2.079 0.405
H 2.965253 1.379802 -0.076838 -0.708 -0.775 -2.497
H 1.240421 -1.439353 -1.103580 -0.616 -0.353 0.152
H -1.220378 0.002762 0.228160 0.605 -0.276 -0.403
H -1.634286 -1.236070 -0.896669 0.435 0.364 -0.592
H -0.869704 -1.623568 0.433577 0.967 -1.534 1.533
H 0.656139 2.724890 -1.126969 -0.979 -2.158 0.683
H -0.070953 1.945218 0.311237 0.493 0.062 0.358
H -0.909179 1.719007 -1.110788 1.681 -0.633 -0.314
H 0.562666 -3.423894 6.489169 2.938 0.831 2.300
H -0.379105 -3.111284 5.562715 -0.276 -2.489 0.571
O -0.080159 -3.937464 6.094325 -2.661 1.659 -2.871
H -3.887796 2.072091 -2.449107 4.442 -1.974 -2.529
H -2.499935 1.018212 -2.749845 -0.584 -0.070 0.650
O -2.987021 1.780299 -3.076695 -3.846 2.015 1.887

(3)
23
Properties=species:S:1:pos:R:3:forces:R:3 method="wB97M-V/def2-TZVPD" de_lowest_kj_mol=353.1 largest_force_ha_per_bohr=0.0988 gap_ev=9.65 smiles="C=C/C(O)=C/C.O.O.O"
C -0.467649 1.621917 -2.708113 -0.695 0.781 -0.122
C 0.181936 0.272005 -2.562142 -0.154 0.947 2.013
C -0.026904 -0.374110 -1.368502 -0.087 1.064 -2.051
O -0.990679 0.038822 -0.438995 0.932 1.030 -1.206
C 0.451402 -1.747662 -1.186234 3.816 1.973 2.715
C 1.595071 -2.113577 -0.566937 -2.520 -1.325 -1.958
H -0.715353 1.900488 -3.707662 1.056 0.119 -1.411
H -1.528112 1.777792 -2.453512 0.230 -0.639 1.352
H 0.150303 2.413778 -2.254637 -0.348 -0.094 -0.195
H 1.024255 0.148164 -3.271901 -0.722 -0.822 0.791
H -1.147126 1.012916 -0.593657 0.095 -1.390 0.380
H -0.297492 -2.336602 -1.451369 -2.621 -3.542 -1.498
H 2.191084 -1.463627 -0.078753 1.844 2.747 1.071
H 2.026119 -3.093248 -0.490124 -0.637 -0.770 -0.196
H -0.519860 1.754828 2.900026 -0.874 2.619 -2.250
H -0.662439 3.281844 2.341302 0.694 1.538 0.794
O -0.900342 2.402817 2.158549 0.327 -4.093 1.412
H -0.296165 -0.183050 3.430245 -1.677 -1.667 -1.562
H 0.990907 -0.516921 4.200706 -1.364 1.474 -0.598
O 0.345554 0.214487 3.958274 2.891 0.019 2.019
H -0.705715 -1.068617 1.002771 -0.357 1.688 -1.520
H -0.014908 -2.243077 1.458192 3.454 -2.967 -1.049
O -0.683879 -1.699369 1.682484 -3.283 1.311 3.070

(4)
27
Properties=species:S:1:pos:R:3:forces:R:3 method="wB97M-V/def2-TZVPD" de_lowest_kj_mol=1006.3 largest_force_ha_per_bohr=0.2394 gap_ev=7.28
H 0.093898 0.735752 0.503106 0.381 0.323 -0.528
H 0.430921 2.217041 0.455762 0.918 0.583 -1.164
H -1.041285 0.188707 1.676700 -0.501 0.027 0.984
H -0.169669 1.172415 2.440014 -0.925 -0.401 0.774
H 3.218999 1.488548 3.270524 -0.086 -0.024 -0.050
H 3.917510 0.781233 2.120815 -0.097 0.005 0.040
H -4.494402 -1.274451 0.593334 0.264 0.279 0.382
H -3.380258 -0.302396 0.945228 -0.541 0.556 0.116
H 0.684431 0.256764 -3.201198 -0.099 0.029 -0.116
H 0.894340 1.642876 -2.614109 -0.149 0.040 -0.135
H -1.795054 -2.356317 -3.271988 -0.050 0.059 0.112
H -0.550986 -1.847537 -2.562426 -0.028 -0.197 0.163
H 2.424923 2.789077 -0.992033 0.068 0.131 0.056
H 3.861938 3.062342 -0.579288 -0.045 0.093 0.023
H 1.546922 -1.328137 -0.845210 0.025 -0.106 0.006
H 2.012340 -2.761705 -0.649474 -0.091 -0.062 -0.096
H -2.479174 -1.892952 1.134238 -0.257 -1.060 -0.222
H -3.300738 -3.127533 1.467228 0.175 -0.050 -0.134
O -0.157295 1.584815 0.883876 6.369 4.489 -9.479
O -1.085402 1.001775 2.192417 -6.147 -5.023 9.406
O 3.048130 0.915293 2.514765 0.139 -0.014 -0.011
O -3.952275 -0.974944 1.331835 -4.472 7.897 2.305
O 0.416008 1.176214 -3.308670 0.232 -0.058 0.196
O -1.513057 -1.846706 -2.504028 0.127 0.052 -0.200
O 2.968331 3.414667 -0.499758 0.008 -0.192 -0.083
O 1.509472 -2.201442 -1.251322 0.057 0.267 0.047
O -3.108568 -2.513399 0.749663 4.729 -7.643 -2.391

(5)
75
Properties=species:S:1:pos:R:3:forces:R:3 method="wB97M-V/def2-TZVPD" de_lowest_kj_mol=213.1 largest_force_ha_per_bohr=0.0505 gap_ev="4.93 / 6.50" spin_multiplicity=2
Ti 0.042162 -0.010167 0.755649 0.926 0.819 -1.473
Br -7.117841 -2.035904 1.868636 0.008 0.052 -0.040
C -5.390186 -1.424221 1.377775 -0.054 -0.003 -0.049
C -4.615602 -2.209083 0.525085 -0.167 0.012 -0.011
C -3.361183 -1.770262 0.161215 0.534 0.386 0.136
C -2.819108 -0.596683 0.694233 -2.509 -0.546 0.398
O -1.625069 -0.178264 0.318192 -0.516 -0.143 -0.374
C -3.592881 0.159263 1.633847 0.500 -0.205 -0.731
C -3.048518 1.292155 2.275695 -1.202 0.216 -0.268
N -1.745211 1.428875 2.582825 1.040 0.153 0.547
C -1.138642 2.701727 2.696470 -0.211 0.289 0.228
C -1.530891 3.595896 3.675387 0.205 -0.826 -0.605
C -0.847257 4.797392 3.839015 0.489 0.509 -0.242
C 0.182068 5.132135 2.995193 -0.359 -0.033 0.353
C 0.536941 4.287259 1.927489 -0.072 -0.501 -0.104
C 1.480744 4.683286 0.958561 -0.189 -0.650 -0.439
C 1.638562 3.890726 -0.154622 0.107 0.663 0.468
C 0.995615 2.658579 -0.215292 -0.613 -0.368 0.319
N 0.209702 2.162043 0.751493 0.758 1.185 -0.594
C -0.099244 3.017294 1.781716 -0.150 0.729 0.237
C -4.917784 -0.245698 1.895593 0.119 -0.174 0.017
H -4.999317 -3.145034 0.149081 -0.028 -0.025 -0.039
H -2.745284 -2.351068 -0.509889 -0.004 -0.043 -0.087
H -3.678321 2.133777 2.526725 -0.054 -0.017 0.148
H -2.337123 3.329008 4.343200 -0.023 -0.092 0.016
H -1.119750 5.459864 4.644160 -0.062 0.105 0.082
H 0.717301 6.060721 3.119466 0.035 0.123 -0.001
H 2.023183 5.607239 1.085009 0.019 0.150 -0.047
H 2.266585 4.193973 -0.976051 0.111 -0.022 -0.070
H 1.127370 2.034847 -1.093720 0.123 0.039 0.209
H -5.521257 0.336573 2.575716 -0.035 0.029 0.062
C 2.718442 0.816807 2.217340 0.133 0.114 0.032
C 2.766982 -0.193563 3.170651 0.127 -0.035 0.052
C 3.125970 -1.480035 2.801875 0.086 0.164 0.078
C 3.469918 -1.758577 1.489157 0.078 0.177 -0.069
C 3.445044 -0.749904 0.539374 0.286 0.026 -0.020
C 3.059339 0.536519 0.896875 0.332 0.048 0.088
H 2.481403 1.834567 2.518934 -0.028 -0.129 -0.043
H 2.541364 0.032779 4.202311 -0.119 -0.028 0.025
H 3.130027 -2.268226 3.539036 0.033 -0.070 0.096
H 3.731555 -2.762898 1.195361 0.034 -0.042 -0.039
H 3.725594 -0.965956 -0.483229 -0.044 -0.012 0.049
H 3.119725 1.343040 0.172200 -0.069 -0.182 0.019
F 0.220750 0.863964 3.517237 -0.214 0.124 0.179
C -0.768108 0.373797 2.644423 0.481 0.379 0.862
F 0.711741 -1.489546 1.222575 0.642 -1.633 0.541
C -1.222455 -0.924668 3.303540 -0.574 -1.235 0.337
F -2.355084 -0.852657 4.024853 0.071 0.346 0.140
F -1.429725 -1.915712 2.406322 -0.115 0.118 0.316
F -0.268996 -1.373145 4.119002 0.122 0.016 0.116
C -1.751767 -1.836342 -3.367464 0.245 -0.092 0.005
C -0.724751 -2.964793 -3.373379 -0.930 -0.212 0.045
C -0.863133 -3.848174 -2.143229 0.134 0.043 -0.188
O 0.582562 -2.431615 -3.535227 0.769 0.596 0.295
P 1.576962 -1.914287 -2.375256 0.539 -0.794 0.095
S 2.234749 -3.330803 -1.195123 -0.401 0.686 -0.438
S 0.748924 -0.175309 -1.605766 0.186 -0.245 -0.591
O 2.800454 -1.420906 -3.267818 -0.056 -0.090 0.347
C 2.836029 -0.712449 -4.512545 0.036 0.224 -0.511
C 2.605715 -1.664310 -5.679614 0.088 0.031 0.267
C 1.876918 0.465510 -4.564599 0.263 -0.120 0.093
H -2.755025 -2.254224 -3.331591 -0.126 -0.029 -0.017
H -1.652447 -1.232944 -4.267561 -0.030 0.080 -0.063
H -1.598406 -1.191076 -2.499797 -0.089 -0.060 -0.079
H -0.860828 -3.573167 -4.279684 -0.017 0.094 0.233
H -0.702337 -3.262040 -1.233543 -0.082 -0.141 -0.029
H -0.121652 -4.643461 -2.166334 -0.032 -0.024 0.112
H -1.857959 -4.289472 -2.127843 -0.121 0.015 0.004
H 3.869664 -0.343616 -4.547606 -0.199 -0.057 -0.028
H 1.553356 -1.920210 -5.753561 -0.091 -0.052 -0.052
H 3.176196 -2.577787 -5.533589 0.063 -0.080 -0.020
H 2.927014 -1.193284 -6.605454 0.019 0.065 -0.100
H 0.856376 0.119780 -4.429850 -0.142 0.043 -0.082
H 1.966910 0.953114 -5.532473 0.013 0.054 -0.101
H 2.103229 1.179032 -3.776785 -0.028 0.107 0.000

(6)
18
Properties=species:S:1:pos:R:3:forces:R:3 method="wB97M-V/def2-TZVPD" de_lowest_kj_mol=465.9 largest_force_ha_per_bohr=0.0862 gap_ev="7.22 / 6.91"
C 2.463796 -1.837556 -0.224720 -3.262 2.303 1.926
C 1.594595 -0.928892 -0.907848 -0.631 -0.083 -1.295
C 1.962689 -1.905989 1.061805 1.391 -1.883 0.439
C 0.546356 -0.646591 -0.019034 1.431 0.452 -1.780
C -1.359380 1.466617 1.637447 -0.636 -2.940 0.932
C -1.910121 0.529764 -1.388607 -2.011 -0.509 0.104
O 0.801987 -1.238556 1.151312 0.680 -0.713 1.559
Si -0.694149 0.662837 0.015847 -0.645 3.308 -0.988
H 3.339909 -2.134465 -0.620999 2.734 -1.372 -0.868
H 1.768944 -0.600367 -2.011638 -0.684 -0.421 2.435
H 2.350712 -2.493501 1.981962 -1.046 1.310 -1.774
H -2.013762 2.242720 1.353754 -0.846 0.925 -0.677
H -2.032742 0.712324 2.253783 1.303 1.210 -1.304
H -0.700867 1.907156 2.374712 0.637 -0.191 -0.191
H -1.356739 0.412085 -2.282819 1.072 0.174 -0.946
H -2.482237 -0.471728 -1.426194 0.280 1.597 0.582
H -2.560674 1.454884 -1.590123 0.786 -1.533 0.683
H 0.281683 2.869259 -1.358640 -0.555 -1.634 1.162